1.
A structure of composition C30H28B2F4N4O6PPr. Source: the OMol25 dataset; level of theory: ωB97M-V with the def2-TZVPD basis set.

Last column: Mulliken spin population.
Positions of all 76 atoms, in Å:
1 Pr 0.29878 0.84360 0.01586  2.00
2 C 2.78788 0.56547 4.24167  0.00
3 C 2.33791 0.52418 2.82757  0.00
4 N 1.69767 1.44809 2.21308  0.00
5 O 1.31647 2.52573 2.96747  0.00
6 B 0.20497 3.24705 2.42725  0.00
7 F -0.64743 2.10122 1.68424  0.00
8 F -0.54723 3.84591 3.33289  0.00
9 O 0.49122 4.18142 1.28326  0.00
10 N 1.00341 3.55908 0.23166  0.00
11 C 2.26767 3.58107 -0.06091  0.01
12 C 3.17520 4.44501 0.73746  0.00
13 C 2.83002 2.62594 -1.03945  0.00
14 N 2.43914 1.42264 -0.82232  0.00
15 O 2.82734 0.46487 -1.68996  0.00
16 B 3.17840 -0.88614 -1.07604  0.00
17 F 3.26096 -1.76350 -2.10644  0.00
18 F 4.30605 -0.72642 -0.31887  0.00
19 O 2.00034 -1.40036 -0.19803  0.00
20 N 1.79430 -0.65283 0.94786  -0.01
21 C 2.64504 -0.61828 1.90816  0.01
22 C 3.78671 -1.52358 2.17050  0.00
23 C 3.82584 3.05640 -2.05552  0.00
24 H 2.29178 1.37586 4.76812  0.00
25 H 3.86712 0.73253 4.28135  0.00
26 H 2.58977 -0.38117 4.74420  0.00
27 H 2.63314 5.02340 1.47558  0.00
28 H 3.70363 5.12592 0.06572  0.00
29 H 3.92884 3.82829 1.23100  0.00
30 H 3.77960 -2.36371 1.48315  0.00
31 H 3.73251 -1.87561 3.20230  0.00
32 H 4.73441 -0.99735 2.05089  0.00
33 H 3.46024 3.90985 -2.62707  0.00
34 H 4.03687 2.22396 -2.72014  0.00
35 H 4.75537 3.35528 -1.56515  0.00
36 C -2.74521 -5.87846 0.11473  0.00
37 C -3.55303 -4.92844 0.73167  0.00
38 C -3.32405 -3.58240 0.51789  0.00
39 C -2.27880 -3.20118 -0.32951  0.00
40 C -1.47148 -4.14492 -0.95959  0.00
41 C -1.71068 -5.48903 -0.72550  0.00
42 P -2.13582 -1.46032 -0.66259  -0.01
43 C -2.14422 -0.51822 0.88573  0.01
44 C -3.08925 0.49921 1.05791  0.00
45 C -3.25441 1.07305 2.30903  0.00
46 C -2.47166 0.65611 3.37584  0.00
47 C -1.51403 -0.33821 3.20429  0.00
48 C -1.35448 -0.94553 1.97064  0.00
49 C -3.25665 -0.74500 -1.89481  0.00
50 C -4.51046 -0.62277 -2.42300  0.00
51 C -4.59358 -0.04789 -3.71804  0.00
52 C -3.49668 0.31183 -4.47049  0.00
53 C -2.18512 0.11990 -3.96527  0.00
54 C -0.91476 0.22856 -4.59083  0.00
55 C 0.21317 -0.23892 -3.95411  0.00
56 C 0.21215 -0.83011 -2.66202  -0.01
57 C -0.98499 -0.81430 -1.97501  0.02
58 C -2.14056 -0.36644 -2.66601  -0.01
59 H -2.92481 -6.92986 0.29373  0.00
60 H -4.36369 -5.23682 1.37774  0.00
61 H -3.94564 -2.83648 1.00117  0.00
62 H -0.66835 -3.83152 -1.61552  0.00
63 H -1.09259 -6.23559 -1.20521  0.00
64 H -3.71590 0.80612 0.22914  0.00
65 H -3.99361 1.85033 2.44684  0.00
66 H -2.60931 1.10954 4.34846  0.00
67 H -0.92082 -0.67004 4.04667  0.00
68 H -0.69930 -1.80278 1.85555  0.00
69 H -5.41030 -0.94361 -1.91577  0.00
70 H -5.57901 0.08330 -4.14561  0.00
71 H -3.63541 0.70757 -5.46861  0.00
72 H -0.83819 0.62068 -5.59740  0.00
73 H 1.16097 -0.21898 -4.47635  0.00
74 H 1.10286 -1.33351 -2.32765  0.00
75 O -0.09773 3.07796 -0.47934  -0.01
76 O 0.14151 2.22333 -1.55014  -0.01

Its multiplicity is 3. Its LUMO energy (alpha / beta) is -6.2040 / -6.2219 eV. Its charge is +2. As for the orbital gap (alpha / beta): 8.16 / 8.15 eV.


2.
A structure of composition BCdH22O17P2. Source: the OMol25 dataset; level of theory: ωB97M-V with the def2-TZVPD basis set.

Last column: natural (NBO) charge in e.
Positions of all 43 atoms, in Å:
1 Cd -13.48233 -1.21313 17.42573  0.67
2 P -16.37070 1.05047 19.33683  2.44
3 O -14.99005 1.33753 18.83206  -1.01
4 O -17.21115 1.71610 18.27862  -1.10
5 O -16.79537 1.11430 20.81729  -1.12
6 O -16.31220 -0.46291 19.22355  -0.92
7 P -12.48533 0.75147 13.95988  2.44
8 O -13.85000 0.24437 14.51570  -0.97
9 O -11.99560 0.23422 12.59655  -1.15
10 O -11.62656 -0.15015 14.82580  -0.93
11 O -12.57294 2.25043 14.26486  -1.17
12 B -13.22851 -4.56906 17.10936  -0.91
13 H -12.16671 -4.38814 17.17329  -0.04
14 H -13.70135 -4.22901 18.01766  -0.01
15 H -13.62477 -3.99860 16.28364  -0.02
16 H -13.58848 -5.58571 17.07635  -0.04
17 O -18.82936 -6.58561 15.02248  -1.02
18 H -19.18311 -5.87826 15.56169  0.46
19 H -17.96558 -6.27315 14.75326  0.48
20 O -13.80261 -1.90329 23.29864  -0.92
21 H -13.11349 -2.33251 22.79158  0.48
22 H -13.46656 -1.88719 24.19477  0.43
23 O -14.24473 -10.23005 15.94150  -1.32
24 H -14.43618 -9.52797 16.56332  0.45
25 H -15.00625 -10.80794 15.99010  0.32
26 O -17.35397 -2.19849 12.38940  -0.97
27 H -18.04345 -2.36668 13.03171  0.46
28 H -16.62339 -1.85742 12.90529  0.50
29 O -10.26812 -4.76479 22.53869  -1.08
30 H -10.71130 -5.53421 22.18119  0.48
31 H -9.51162 -5.11910 23.00601  0.37
32 O -11.22879 -4.66997 13.16235  -0.94
33 H -11.47357 -5.37864 12.56730  0.44
34 H -11.84090 -4.74876 13.89403  0.50
35 O -17.14911 -5.04841 21.23610  -0.97
36 H -16.96615 -5.88971 21.65439  0.43
37 H -16.78398 -5.13383 20.35541  0.49
38 O -12.29767 -7.68776 20.26970  -1.10
39 H -12.88949 -8.37140 20.58374  0.40
40 H -12.65935 -7.42785 19.42243  0.49
41 O -10.51973 -1.13969 19.68296  -0.93
42 H -9.92618 -1.87102 19.51243  0.46
43 H -9.95528 -0.36663 19.67940  0.45

Its LUMO energy is 8.6140 eV. Its charge is -5. As for the orbital gap: 1.22 eV.


3.
A structure of composition C2H4FeIO4STi. Source: the OMol25 dataset; level of theory: ωB97M-V with the def2-TZVPD basis set.

Last column: Mulliken spin population.
Positions of all 14 atoms, in Å:
1 Fe -0.34752 16.21531 6.22377  4.26
2 Ti 1.82234 16.54069 10.56910  2.76
3 I 1.85385 16.64964 7.69683  -0.01
4 C 3.67861 21.03081 7.44284  0.00
5 C 3.29706 20.22894 8.66344  -0.01
6 O 4.48663 19.90148 9.34419  -0.01
7 S 5.80239 19.95659 8.35785  0.00
8 O 5.85337 18.62523 7.71058  0.00
9 O 6.92726 20.49886 9.07813  0.00
10 O 5.07507 21.17750 7.55684  0.00
11 H 3.31967 22.05865 7.49615  0.00
12 H 3.34316 20.73743 6.44810  0.00
13 H 2.67877 19.42173 8.27075  0.02
14 H 2.63312 20.74946 9.35362  -0.02

Its multiplicity is 8. Its LUMO energy (alpha / beta) is -11.1762 / -11.4185 eV. Its charge is +2. As for the orbital gap (alpha / beta): 4.25 / 4.57 eV.


4.
A cluster of 6 separate species, C2H16O5S in total. Source: the OMol25 dataset; level of theory: ωB97M-V with the def2-TZVPD basis set.

Last column: Mulliken spin population.
Positions of all 24 atoms, in Å:
1 C 2.56283 0.08949 -0.20271  0.47
2 S 0.90220 -0.04056 1.29856  0.47
3 C 0.77925 2.07591 1.61735  -0.01
4 H 2.73050 1.19204 -0.32145  -0.03
5 H 1.93645 -0.44179 -0.92021  0.21
6 H 3.39419 -0.42095 0.34152  -0.05
7 H 1.55633 2.38977 0.89144  0.00
8 H -0.13541 2.53728 1.26773  -0.01
9 H 1.12675 2.21772 2.60545  0.01
10 H -1.17317 0.92846 -1.70072  0.00
11 H -0.73774 0.93023 -3.20882  0.01
12 O -0.53609 0.56443 -2.40309  -0.02
13 H -0.26772 -1.93386 0.74036  -0.01
14 H -0.76884 -3.19188 -0.06089  0.00
15 O -1.04895 -2.59601 0.61420  -0.01
16 H -2.71953 -1.39816 1.37637  -0.01
17 H -1.64954 -0.55578 1.92211  0.03
18 O -2.54430 -0.46959 1.65102  -0.03
19 H -0.17937 -1.11949 -1.94430  0.00
20 H 1.08057 -1.86134 -2.51495  0.02
21 O 0.26303 -1.98956 -2.05755  0.00
22 H -0.81994 0.89649 0.53433  -0.02
23 H -2.25562 0.82501 0.45125  0.01
24 O -1.49591 1.37214 0.02300  -0.02

Its multiplicity is 2. Its LUMO energy (alpha / beta) is 3.4718 / 3.4255 eV. Its charge is -1. As for the orbital gap (alpha / beta): 3.96 / 7.51 eV.


5.
An isolated molecule of C23H28N4O3. Source: the OMol25 dataset; level of theory: ωB97M-V with the def2-TZVPD basis set.

Last column: natural (NBO) charge in e.
Positions of all 58 atoms, in Å:
1 C 3.84144 -3.21798 -4.72618  -0.25
2 O 4.77653 -2.58481 -3.88524  -0.49
3 C 4.32377 -1.69150 -2.96842  0.29
4 C 5.31217 -1.12439 -2.14396  -0.22
5 C 4.98370 -0.21326 -1.17324  -0.23
6 C 3.65069 0.16592 -0.99263  0.24
7 N 3.28709 1.06375 -0.02495  -0.57
8 C 2.00787 1.47297 0.24264  0.63
9 O 1.78123 2.23005 1.17799  -0.66
10 C 0.98111 0.92544 -0.63833  -0.12
11 C -0.44465 1.35384 -0.37587  -0.25
12 N -1.29047 0.23165 -0.02333  -0.46
13 C -2.35039 -0.18018 -0.92429  -0.21
14 C -3.73434 0.25941 -0.43750  -0.41
15 C -3.87878 1.77963 -0.39970  -0.22
16 N -5.10433 2.20258 0.25579  -0.43
17 C -5.05386 3.60490 0.61206  -0.41
18 C -6.28385 1.91396 -0.53151  -0.42
19 C -1.01412 -0.61503 1.02674  0.80
20 O -1.59438 -1.67665 1.14653  -0.66
21 N -0.05806 -0.15162 1.89424  -0.66
22 C 0.56291 -0.83720 2.93762  0.24
23 C 0.28159 -2.16012 3.26568  -0.28
24 C 0.96331 -2.77048 4.30266  -0.19
25 C 1.92542 -2.08322 5.02242  -0.25
26 C 2.20670 -0.76625 4.69710  -0.19
27 C 1.53369 -0.14568 3.66358  -0.29
28 C 1.30659 0.03379 -1.60081  -0.11
29 C 2.65318 -0.38665 -1.81435  -0.12
30 C 3.00477 -1.31797 -2.80100  -0.26
31 H 3.31853 -2.49513 -5.36044  0.18
32 H 3.11097 -3.79443 -4.15007  0.18
33 H 4.42023 -3.89391 -5.35307  0.20
34 H 6.33407 -1.43168 -2.29671  0.23
35 H 5.74970 0.21204 -0.54230  0.21
36 H 4.00639 1.43127 0.58746  0.42
37 H -0.44121 2.12058 0.40948  0.23
38 H -0.85963 1.81142 -1.27678  0.23
39 H -2.15332 0.23064 -1.91746  0.18
40 H -2.33577 -1.27281 -0.98067  0.24
41 H -4.47749 -0.17968 -1.10351  0.20
42 H -3.89662 -0.13551 0.56499  0.23
43 H -3.80825 2.18673 -1.42793  0.15
44 H -3.04898 2.18759 0.18179  0.19
45 H -4.20303 3.77999 1.26892  0.20
46 H -5.96364 3.86741 1.14992  0.20
47 H -4.96353 4.26718 -0.26477  0.16
48 H -7.16430 2.24870 0.01466  0.20
49 H -6.36787 0.84110 -0.68635  0.20
50 H -6.27034 2.41476 -1.51414  0.16
51 H 0.25644 0.80406 1.80444  0.42
52 H -0.46998 -2.69531 2.71065  0.26
53 H 0.73645 -3.79730 4.55029  0.21
54 H 2.45182 -2.56773 5.83138  0.21
55 H 2.95489 -0.21862 5.25209  0.21
56 H 1.75555 0.88088 3.40663  0.22
57 H 0.53419 -0.38780 -2.22918  0.22
58 H 2.21818 -1.72935 -3.41305  0.22

Its LUMO energy is -0.0996 eV. As for the orbital gap: 7.88 eV. Its SMILES is COc1ccc2[nH]c(=O)c(CN(CCCN(C)C)C(=O)Nc3ccccc3)cc2c1.


6.
An isolated molecule of C3H9N3O2. Source: the OMol25 dataset; level of theory: ωB97M-V with the def2-TZVPD basis set.

Last column: natural (NBO) charge in e.
Positions of all 17 atoms, in Å:
1 C 0.36965 1.49332 -0.93869  -0.42
2 N -0.05278 0.50805 0.03947  -0.52
3 C 0.83309 0.12850 1.10885  0.77
4 N 0.22687 0.06151 2.36089  -0.85
5 O 2.04768 0.29736 0.94645  -0.63
6 C -0.68209 -0.71958 -0.31412  0.45
7 N -0.28675 -1.32610 -1.49947  -0.88
8 O -2.03398 -0.66156 -0.07788  -0.71
9 H 1.07282 1.08913 -1.67225  0.17
10 H -0.49776 1.85310 -1.49590  0.21
11 H 0.95442 2.23743 -0.40023  0.23
12 H -0.75170 0.30220 2.37591  0.41
13 H 0.84767 0.34385 3.10410  0.41
14 H -0.03515 -1.34309 0.63024  0.10
15 H 0.37718 -0.73980 -2.01526  0.38
16 H 0.10580 -2.25707 -1.47939  0.39
17 H -2.49496 -1.26725 -0.67271  0.48

Its LUMO energy is 0.7896 eV. As for the orbital gap: 10.04 eV. Its SMILES is CN(C(N)=O)[C@H](N)O.